[1]
This record from the OMol25 dataset describes a molecular structure, C2H5O3S3. The level of theory is the ωB97M-V functional and the def2-TZVPD basis.

Results
E_LUMO ... 3.155 eV
Orbital gap ... 8.341 eV
Net charge ... -1
Maximum force ... 4.61 eV Å⁻¹

Cartesian coordinates (Å):
C: 1.242 -0.508 0.622
C: 0.214 0.174 -0.186
O: -2.256 0.743 -0.485
O: -1.507 -0.042 1.688
O: -1.707 -1.668 -0.159
S: 0.342 2.083 -0.248
S: 0.283 -0.680 -1.855
S: -1.553 -0.271 0.220
H: 1.259 -1.520 0.555
H: 1.038 -0.230 1.649
H: 2.201 -0.223 0.398
H: -0.936 2.243 0.091
H: 1.381 -0.101 -2.290

natural (NBO) atomic charge list, values in e, 8 entries: -0.670, -0.461, -1.011, -1.038, -0.988, -0.101, -0.043, 2.405

[2]
This record from the OMol25 dataset describes C2H5OP in the gas phase. The level of theory is the ωB97M-V functional and the def2-TZVPD basis.

Results
E_LUMO (alpha / beta) ... -1.361 / -1.487 eV
Orbital gap (alpha / beta) ... 8.554 / 8.279 eV
Net charge ... 0
Maximum force ... 3.92 eV Å⁻¹

Cartesian coordinates (Å):
C: -0.191 -1.521 0.144
C: -0.090 1.554 0.146
O: -2.338 -0.083 0.253
P: -0.998 0.027 -0.360
H: 0.854 -1.465 0.169
H: -0.603 -2.064 0.934
H: -0.056 1.441 1.173
H: 0.723 1.845 -0.534
H: -1.181 0.219 -1.669

natural (NBO) atomic charge list, values in e, 8 entries: -0.562, -0.563, -1.103, 1.582, 0.166, 0.208, 0.188, 0.196

[3]
This record from the OMol25 dataset describes C2H5OPS in the gas phase. The level of theory is the ωB97M-V functional and the def2-TZVPD basis.

Results
E_LUMO ... 0.325 eV
Orbital gap ... 9.763 eV
Structure (SMILES) ... CSC(=O)P
Net charge ... 0
Maximum force ... 4.53 eV Å⁻¹

Cartesian coordinates (Å):
C: -1.996 -0.118 -0.471
S: -0.568 -1.147 -0.188
C: 0.713 0.071 0.090
O: 0.410 1.304 0.156
P: 2.480 -0.487 -0.031
H: -2.866 -0.575 -0.927
H: -1.707 0.867 -0.855
H: -2.255 0.292 0.495
H: 2.786 -0.948 1.343
H: 3.004 0.742 0.389

natural (NBO) atomic charge list, values in e, 8 entries: -0.789, 0.256, 0.095, -0.578, 0.250, 0.247, 0.261, 0.233

[4]
This record from the OMol25 dataset describes a molecular structure, C2H5OPS. The level of theory is the ωB97M-V functional and the def2-TZVPD basis.

Results
E_LUMO ... 0.725 eV
Orbital gap ... 8.972 eV
Net charge ... 0
Maximum force ... 6.03 eV Å⁻¹

Cartesian coordinates (Å):
C: -0.693 -1.248 0.192
C: -0.617 1.183 0.221
O: 1.603 -0.015 -0.252
P: 0.535 -0.036 0.994
S: -1.986 0.017 0.074
H: -0.315 -1.143 -0.835
H: -0.854 -2.163 0.538
H: -0.886 1.998 0.876
H: -0.258 1.550 -0.708
H: 2.448 0.392 -0.120

natural (NBO) atomic charge list, values in e, 8 entries: -0.800, -0.865, -1.001, 1.068, 0.187, 0.232, 0.217, 0.231

[5]
This record from the OMol25 dataset describes C2H6 in the gas phase. The level of theory is the ωB97M-V functional and the def2-TZVPD basis.

Results
E_LUMO ... 1.310 eV
Orbital gap ... 13.017 eV
Structure (SMILES) ... CC
Net charge ... 0
Maximum force ... 12.17 eV Å⁻¹

Cartesian coordinates (Å):
C: -0.455 -0.266 0.603
C: 0.502 0.356 -0.533
H: -0.144 -1.254 0.906
H: -0.469 0.258 1.524
H: -1.424 -0.250 0.165
H: 1.501 0.442 -0.499
H: 0.051 1.098 -0.746
H: 0.437 -0.383 -1.421

The natural (NBO) scheme yields these atomic charges, measured in e: -0.600, -0.552, 0.201, 0.198, 0.201, 0.201, 0.169, 0.181

[6]
This record from the OMol25 dataset describes a molecular structure, C2H6AsF6N2O6RhS. The level of theory is the ωB97M-V functional and the def2-TZVPD basis.

Results
E_LUMO (alpha / beta) ... -5.623 / -7.361 eV
Orbital gap (alpha / beta) ... 8.948 / 7.210 eV
Multiplicity ... 2
Net charge ... +1
Maximum force ... 0.67 eV Å⁻¹
⟨S²⟩ ... 0.75

Cartesian coordinates (Å):
Rh: -0.413 -0.388 -1.305
C: -0.118 0.311 3.991
O: -0.339 -0.502 2.797
C: 0.140 -0.208 1.656
O: -0.093 -0.885 0.664
N: 1.063 0.898 1.592
N: 2.011 0.894 0.698
H: -0.459 -0.311 4.809
H: -0.737 1.201 3.901
H: 0.939 0.538 4.102
H: 0.702 1.805 1.889
H: 2.292 0.012 0.284
H: 2.366 1.778 0.354
F: -0.700 -0.299 -3.304
As: -0.001 -2.014 -3.593
F: 0.987 -1.408 -4.803
F: -1.321 -2.396 -4.545
F: 0.689 -3.538 -3.484
F: -0.930 -2.303 -2.063
F: 1.190 -1.337 -2.332
O: -2.247 2.806 -0.788
S: -1.534 1.736 -0.215
O: -0.121 1.503 -0.892
O: -2.078 0.343 -0.633
O: -1.288 1.763 1.220

natural (NBO) atomic charge list, values in e, 8 entries: 1.449, -0.275, -0.396, 0.972, -0.581, -0.298, -0.333, 0.250

no.,electronic energy (eV)
1,-40804.5822
2,-13487.0978
3,-24325.2526
4,-24325.8493
5,-2169.6597
6,-108415.1385